The ion C7H11N4O2S with charge +1. Source: the Open Molecules 2025 dataset; level of theory: the ωB97M-V functional and the def2-TZVPD basis.

Output
LUMO level (spin up / spin down)   -6.676 / -5.065 eV
SMILES string   C[S@](=O)([O-])=C=C/N=C1/NCC[N+]1=C=[NH2+]
ΔE to the lowest compared entry with this formula, charge and spin   129.0 kcal per mole
Charge   +1
Orbital gap (spin up / spin down)   5.5 / 7.7 eV
M   215.3 g/mol

Each line ends with the natural charge from an NBO analysis.
Element x y z (Å)
C: 0.8479 1.9953 -1.3027  -0.08
C: 1.7637 1.1496 -1.0419  -0.13
C: -0.4036 -0.9424 -1.6689  0.57
C: -1.0948 0.9258 -0.3796  0.70
C: -2.4806 -0.0934 1.2047  -0.26
C: -2.0677 -1.1439 0.2238  -0.24
C: 3.4098 0.5793 1.2371  -0.86
N: -0.4151 1.8867 -0.9350  -0.43
N: -2.1116 1.1746 0.5174  -0.54
N: -1.0511 -0.4146 -0.6896  -0.48
N: -0.5229 -2.1905 -1.9931  -0.77
O: 0.7696 0.9344 1.3444  -0.93
O: 1.5380 -1.2017 0.1715  -0.91
S: 1.7869 0.2226 0.5463  2.02
H: 1.0644 2.8192 -1.9612  0.25
H: -3.5595 0.0917 1.4280  0.26
H: -1.8455 -0.2976 2.0524  0.23
H: -1.3453 -1.8986 0.6279  0.23
H: -2.7646 -1.8057 -0.4895  0.24
H: 3.9595 -0.1740 0.6361  0.26
H: 3.7763 1.6424 1.0595  0.29
H: 3.5248 0.1669 2.2441  0.28
H: -2.0573 2.0433 1.0659  0.44
H: 0.2227 -2.5838 -2.5897  0.44
H: -0.9440 -2.8856 -1.3079  0.41

***

A structure of composition C7H11N4S2. Source: the Open Molecules 2025 dataset; level of theory: the ωB97M-V functional and the def2-TZVPD basis.

Output
LUMO level (spin up / spin down)   -4.528 / -5.819 eV
ΔE to the lowest compared entry with this formula, charge and spin   114.3 kcal per mole
Charge   +1
Orbital gap (spin up / spin down)   7.5 / 5.8 eV
M   215.3 g/mol

Each line ends with the natural charge from an NBO analysis.
Element x y z (Å)
C: -0.1469 0.0372 -1.0381  -0.23
C: 0.8025 -1.1390 0.7450  0.02
C: -1.5083 1.6428 0.4452  0.30
C: -0.0506 -0.1552 0.3332  0.06
C: -0.8137 1.0575 -1.5924  0.07
C: -1.6518 2.7774 -3.7094  -0.75
C: 2.7908 -3.4845 1.6499  -0.79
N: -1.6100 1.7961 -0.8502  -0.43
N: 0.8948 -1.6430 2.5107  -0.72
N: -0.7992 0.6885 1.0885  -0.12
N: -0.7057 0.7123 2.5050  -0.65
S: -0.8215 1.2116 -3.3312  0.34
S: 1.7136 -2.8907 3.0041  0.81
H: 0.4595 -0.5820 -1.7557  0.25
H: 1.5987 -1.6852 0.1225  0.24
H: -2.2130 2.1028 1.1054  0.21
H: -2.3032 2.5582 -4.6457  0.26
H: -1.0032 3.6175 -4.0241  0.24
H: -2.0776 3.0431 -2.7787  0.25
H: 3.1559 -4.3233 2.0692  0.24
H: 3.7045 -2.7917 1.6809  0.26
H: 2.1357 -3.6258 0.7394  0.25
H: -0.0921 -0.1160 2.7600  0.45
H: -1.4593 1.1913 2.9664  0.41

***

A structure of composition C7H11NO. Source: the Open Molecules 2025 dataset; level of theory: the ωB97M-V functional and the def2-TZVPD basis.

Output
LUMO level   0.814 eV
ΔE to the lowest compared entry with this formula, charge and spin   248.5 kcal per mole
Orbital gap   9.0 eV
M   125.2 g/mol

Each line ends with the natural charge from an NBO analysis.
Element x y z (Å)
C: -2.1856 -0.6359 0.4361  -0.42
C: 0.1895 -0.4760 -0.5157  0.00
C: 1.0502 -1.7381 -1.0851  -0.33
C: 1.5705 -0.6111 -0.2272  0.08
C: 1.1956 1.0721 0.9044  -0.15
C: 0.2352 1.0827 -0.3378  0.02
C: -0.3977 2.0348 -0.9481  -0.43
H: -2.5972 -1.4239 1.3024  0.23
H: -2.3990 0.5503 1.0761  0.14
H: -2.5001 -0.4999 -0.8717  0.22
H: -0.3544 -1.4420 1.5897  0.35
H: 0.7948 -2.6645 -0.3481  0.24
H: 1.5714 -1.8619 -1.9581  0.21
H: 1.9941 0.0628 -1.0853  0.14
H: 0.6414 0.9952 1.9764  0.22
H: 1.8059 2.1167 0.7887  0.21
H: -0.4044 3.0776 -0.5655  0.21
H: -1.2734 1.6687 -1.5150  0.22
N: -0.8033 -1.1039 0.4153  -0.68
O: 1.8664 -0.2036 0.9684  -0.49

***

An isolated molecule of C7H11NO2. Source: the Open Molecules 2025 dataset; level of theory: the ωB97M-V functional and the def2-TZVPD basis.

Output
LUMO level   0.610 eV
SMILES string   C=CCCC(=O)NC(C)=O
ΔE to the lowest compared entry with this formula, charge and spin   46.5 kcal per mole
Orbital gap   10.1 eV
M   141.2 g/mol

Each line ends with the natural charge from an NBO analysis.
Element x y z (Å)
C: -2.2213 -0.4299 -0.0555  0.68
C: 1.9021 0.5613 0.7005  -0.46
C: 3.0260 -0.0015 -0.1039  -0.15
C: 0.6060 -0.1087 0.3065  -0.51
C: 3.1444 -1.2100 -0.5778  -0.41
C: -0.2952 1.0045 -0.2007  0.72
C: -3.6527 -0.2374 -0.0549  -0.70
N: -1.6516 0.8115 0.0023  -0.67
O: -1.6913 -1.5137 -0.1137  -0.58
O: 0.0850 2.0267 -0.6278  -0.56
H: 2.0180 0.3922 1.8554  0.21
H: 2.0312 1.6025 0.5823  0.24
H: 3.8347 0.6604 -0.4162  0.19
H: 3.8322 -1.4638 -1.3271  0.20
H: 0.7396 -0.8326 -0.4648  0.26
H: 0.1117 -0.5887 1.2103  0.24
H: 2.5448 -1.9505 -0.1763  0.18
H: -4.3151 -1.0021 0.2461  0.25
H: -3.8515 0.7165 0.3578  0.20
H: -3.9075 -0.0926 -1.1581  0.24
H: -2.2894 1.6560 0.0156  0.42